(1)
{
  "formula": "C31H53N7O4PRbSe3Te",
  "method": "the ωB97M-V functional and the def2-TZVPD basis",
  "energy_ha": -9735.3044,
  "charge": -2,
  "gap_ev": 4.0,
  "symbols": ["Rb", "Se", "Se", "Te", "Se", "C", "C", "N", "C", "C", "N", "C", "O", "O", "C", "O", "O", "H", "H", "H", "H", "H", "N", "H", "H", "H", "C", "N", "C", "C", "N", "H", "H", "H", "H", "H", "H", "C", "C", "N", "C", "C", "N", "H", "H", "H", "H", "H", "H", "C", "C", "C", "C", "C", "C", "P", "C", "C", "C", "C", "C", "C", "C", "C", "C", "C", "C", "C", "H", "H", "H", "H", "H", "H", "H", "H", "H", "H", "H", "H", "H", "H", "H", "H", "H", "H", "H", "H", "H", "H", "H", "H", "H", "H", "H", "H", "H", "H", "H", "H", "H"],
  "coordinates": [[-0.063371, 0.093871, 0.350882], [-0.306774, -3.625682, 3.132260], [-0.829867, -4.776473, 1.174459], [-2.178129, -2.876395, 0.146328], [-2.408243, -3.544741, -2.255780], [-2.122207, -0.636809, 4.520667], [-1.707235, 0.744529, 4.141460], [-1.137828, 1.099068, 3.019333], [-0.933946, 2.463842, 3.095215], [-1.396411, 2.937748, 4.304866], [-1.880128, 1.833208, 4.942006], [-1.458397, 4.265932, 5.010283], [-0.972574, 5.266969, 4.388807], [-1.943929, 4.255802, 6.147346], [-0.298400, 3.188247, 1.961883], [-0.153621, 4.476413, 2.080470], [0.073452, 2.581387, 0.959439], [-1.743488, -1.357034, 3.792344], [-3.210540, -0.719190, 4.561439], [-1.722704, -0.906506, 5.501983], [-2.280884, 1.885526, 5.862466], [-0.513628, 4.848423, 3.035107], [0.873661, -1.974109, -2.230875], [1.278475, -2.537754, -1.489408], [1.350873, -2.235563, -3.085922], [-0.092578, -2.307663, -2.330834], [-5.607948, -0.861174, -2.420380], [-5.125923, 0.243264, -1.595776], [-5.741306, 1.542594, -1.814164], [-3.899038, 0.220058, -1.076512], [-2.855291, 0.227893, -0.574822], [-6.646923, -1.077133, -2.158849], [-4.992637, -1.750507, -2.250738], [-5.555737, -0.597434, -3.483727], [-6.814903, 1.467194, -1.632896], [-5.587284, 1.887503, -2.843441], [-5.317957, 2.273732, -1.129175], [3.211304, -2.255281, 2.727995], [3.527141, -1.148451, 1.781656], [3.032695, -0.987683, 0.577978], [3.628818, 0.140626, 0.054123], [4.491408, 0.681178, 0.958255], [4.424499, -0.155303, 2.055724], [2.178337, -2.596403, 2.597571], [3.347702, -1.937785, 3.765422], [3.861057, -3.114847, 2.543277], [3.357860, 0.498741, -0.928904], [5.105118, 1.567914, 0.940275], [4.900900, -0.019842, 2.925935], [4.349566, 2.080217, -6.218261], [4.855636, 1.627375, -4.851746], [3.928913, 2.143852, -3.736295], [2.448225, 2.213733, -4.183460], [2.197608, 1.128793, -5.234862], [2.988808, 1.422871, -6.520474], [1.306444, 1.976673, -2.727588], [1.389878, 3.627362, -1.867536], [2.608023, 3.675303, -0.927546], [2.726855, 5.064837, -0.306446], [3.049408, 6.127155, -1.380152], [2.586565, 5.690575, -2.779012], [1.268641, 4.921283, -2.710863], [-0.415047, 2.050615, -3.464975], [-0.663571, 2.886947, -4.750514], [-1.363646, 2.094185, -5.860248], [-2.653683, 1.414009, -5.386453], [-2.485638, 0.743170, -4.004010], [-1.019072, 0.640137, -3.586598], [5.072302, 1.837091, -7.000364], [4.246815, 3.169979, -6.211897], [5.876396, 1.975006, -4.678436], [4.889313, 0.533519, -4.834469], [4.263755, 3.135121, -3.426477], [4.024014, 1.492551, -2.863751], [2.263874, 3.191027, -4.644959], [1.136964, 1.049428, -5.469578], [2.491138, 0.162240, -4.812116], [2.399614, 2.079526, -7.167958], [3.141362, 0.491636, -7.074189], [0.522955, 3.570486, -1.204064], [3.537089, 3.435677, -1.460141], [2.475997, 2.925226, -0.148951], [3.498274, 5.067223, 0.467611], [1.784907, 5.292805, 0.195687], [4.125464, 6.324604, -1.406223], [2.564818, 7.072908, -1.119249], [3.347834, 5.055802, -3.242076], [2.479509, 6.565098, -3.426835], [0.916205, 4.707765, -3.721386], [0.514872, 5.574311, -2.257112], [-0.965066, 2.519604, -2.641002], [0.269056, 3.284982, -5.156787], [-1.282696, 3.755135, -4.503606], [-0.683787, 1.334470, -6.255136], [-1.584634, 2.766341, -6.694337], [-2.955000, 0.673359, -6.131675], [-3.455656, 2.158285, -5.346191], [-2.933134, -0.253938, -3.988257], [-3.001455, 1.336084, -3.243513], [-0.469988, 0.024260, -4.306142], [-0.949805, 0.119516, -2.633041]],
  "atomic_forces_ev_per_a": [[0.2087, -1.1008, -0.2055], [0.0604, 0.0917, 0.2348], [0.0709, -0.2323, -0.1677], [-0.1446, -0.0965, -0.0296], [-0.1854, 0.1422, -0.1320], [0.0515, 0.1416, -0.0156], [-0.0446, -0.0172, 0.1006], [0.1832, 0.1572, -0.2624], [-0.0627, -0.0546, 0.0668], [-0.0040, -0.0283, -0.1584], [0.0202, -0.0902, -0.0735], [0.3254, 0.3401, 0.0209], [-0.0446, -0.4552, -0.4982], [-0.0884, -0.0495, -0.0478], [-0.0256, -0.5058, -0.0386], [-0.3114, 0.7233, 0.8816], [-0.0762, 1.0270, 0.4978], [-0.0282, 0.0358, 0.0488], [0.0004, -0.0050, -0.0103], [-0.0234, -0.0012, -0.0434], [-0.0243, 0.0430, 0.0981], [0.2364, -0.2605, -0.3940], [-0.1779, 0.1015, 0.0974], [0.0313, 0.0227, 0.0541], [0.0070, -0.0251, -0.0096], [0.1269, -0.0658, -0.0159], [0.2238, -0.1081, 0.0457], [0.0506, 0.0465, 0.0774], [0.0594, -0.0872, -0.0335], [0.0718, -0.0998, 0.0951], [-0.4172, 0.2827, -0.2658], [0.0410, 0.0173, 0.0113], [-0.0113, 0.0958, -0.0092], [0.0242, -0.0169, 0.0475], [-0.0083, -0.0067, 0.0151], [0.0205, 0.0094, -0.0073], [0.0020, -0.0277, 0.0137], [0.0467, 0.0387, -0.0742], [0.0503, 0.1135, -0.0286], [-0.0171, 0.0042, -0.0858], [-0.0987, -0.0729, 0.0607], [-0.0393, -0.0488, 0.0100], [-0.0291, 0.0394, -0.0984], [0.0294, 0.0545, 0.0541], [-0.0441, -0.0229, -0.0585], [0.0157, 0.0334, 0.0052], [0.0270, -0.0168, 0.0933], [-0.0524, -0.0811, 0.0070], [0.0274, -0.0346, 0.1125], [-0.0526, -0.0677, 0.0455], [-0.0993, 0.0184, -0.0364], [0.0088, -0.0564, -0.1279], [-0.0209, -0.1370, 0.1051], [0.0798, 0.0473, -0.0291], [0.0381, 0.0159, 0.0436], [0.0481, 0.2326, -0.0670], [0.0186, -0.0501, -0.0605], [-0.0081, 0.1158, -0.0294], [0.0793, -0.0036, -0.1072], [-0.0466, -0.0676, -0.0022], [-0.0162, -0.0156, 0.0759], [0.0222, -0.0084, 0.0013], [0.0640, -0.1021, 0.0000], [-0.0663, -0.0725, -0.0454], [-0.0853, -0.0111, 0.0671], [0.0880, 0.0023, 0.0551], [0.0871, -0.0111, -0.0723], [-0.1216, 0.1112, -0.0787], [-0.0045, 0.0185, -0.0297], [0.0013, 0.0041, -0.0030], [0.0120, -0.0099, 0.0152], [0.0165, 0.0158, 0.0155], [0.0010, 0.0025, -0.0047], [-0.0031, 0.0208, 0.0086], [0.0218, 0.0010, -0.0141], [0.0662, -0.0427, 0.0216], [-0.0285, 0.0255, -0.0095], [0.0047, -0.0114, -0.0024], [-0.0051, 0.0161, 0.0070], [0.0000, 0.0033, 0.0616], [-0.0831, -0.0037, 0.0787], [0.0007, -0.0391, 0.0100], [-0.0208, 0.0308, 0.0134], [-0.0358, 0.0101, 0.0137], [-0.0041, 0.0096, 0.0167], [0.0190, -0.0143, 0.0102], [-0.0062, 0.0060, 0.0061], [0.0157, -0.0015, -0.0213], [-0.0129, 0.0139, 0.0422], [-0.0045, -0.0134, -0.0058], [-0.0460, 0.0430, 0.0018], [-0.0381, 0.0135, 0.0082], [0.0270, 0.0188, 0.0055], [-0.0237, 0.0092, 0.0218], [0.0215, -0.0068, -0.0396], [-0.0232, 0.0142, -0.0060], [-0.0094, -0.0085, 0.0001], [0.0020, 0.0316, 0.0074], [-0.0002, 0.0073, 0.0034], [0.0333, -0.0001, 0.0657], [0.0364, -0.0549, -0.0214]]
}

***

(2)
{
  "formula": "C31H34CaN2PSe2",
  "method": "the ωB97M-V functional and the def2-TZVPD basis",
  "energy_ha": -7132.8030,
  "charge": 1,
  "gap_ev": 6.4,
  "symbols": ["Ca", "C", "Se", "C", "C", "Se", "C", "H", "H", "H", "H", "H", "H", "H", "H", "H", "H", "C", "C", "C", "C", "C", "C", "C", "P", "C", "C", "C", "C", "C", "C", "C", "C", "C", "C", "C", "C", "C", "C", "H", "H", "H", "H", "H", "H", "H", "H", "H", "H", "H", "H", "H", "H", "H", "H", "H", "H", "H", "H", "N", "C", "C", "C", "C", "N", "C", "C", "H", "H", "H", "H"],
  "coordinates": [[-0.695045, -0.068592, 1.246898], [0.990179, -0.065667, 6.358783], [0.141533, -0.697690, 4.721203], [1.439367, -2.098358, 4.248484], [2.808154, -1.603888, 3.840614], [2.801234, -0.368554, 2.298181], [4.713475, -0.544036, 1.966910], [1.132932, -0.914680, 7.022827], [0.314135, 0.652254, 6.815184], [1.936169, 0.413112, 6.123439], [0.971483, -2.670188, 3.439130], [1.529250, -2.734439, 5.133777], [3.425360, -2.452838, 3.528325], [3.310458, -1.082514, 4.660434], [5.265723, -0.222626, 2.848728], [4.961032, 0.091750, 1.124038], [4.931445, -1.583029, 1.731493], [0.550572, 2.151088, -4.022458], [-0.393858, 1.005418, -4.215539], [-0.569689, 0.490606, -5.495416], [-1.436878, -0.555680, -5.751587], [-2.176416, -1.104680, -4.715435], [-2.008247, -0.617051, -3.433518], [-1.109251, 0.417380, -3.166366], [-0.843382, 0.748987, -1.380030], [0.999618, 0.669289, -1.355818], [1.462766, -0.562184, -1.834440], [2.806221, -0.870831, -1.874225], [3.723077, 0.055266, -1.397911], [3.275206, 1.256782, -0.886703], [1.922539, 1.594059, -0.861343], [1.557091, 2.950232, -0.343224], [-1.579976, 2.378991, -1.062772], [-2.167857, 3.056503, -2.139160], [-3.010365, 4.127112, -1.937342], [-3.312773, 4.522806, -0.644182], [-2.765558, 3.848204, 0.425885], [-1.881465, 2.774389, 0.264352], [-1.290532, 2.169105, 1.473664], [0.350748, 2.920279, -4.765034], [1.575784, 1.814387, -4.162262], [0.460875, 2.586145, -3.030799], [0.002886, 0.924666, -6.301738], [-1.542374, -0.938089, -6.755954], [-2.860773, -1.917602, -4.902862], [-2.574201, -1.041864, -2.607674], [0.741381, -1.282534, -2.211306], [3.137303, -1.812456, -2.287787], [4.781405, -0.149745, -1.435665], [3.990233, 1.982941, -0.527022], [2.257647, 3.690395, -0.720898], [1.633597, 2.959646, 0.743980], [0.550461, 3.233694, -0.633640], [-1.975194, 2.736781, -3.153587], [-3.447496, 4.637391, -2.779341], [-3.973755, 5.357196, -0.472605], [-3.003734, 4.176095, 1.429421], [-1.910219, 2.423128, 2.336599], [-0.309265, 2.606067, 1.651581], [-4.107126, -7.111069, 1.400138], [-3.557579, -6.108565, 1.433153], [-2.874887, -4.863548, 1.468052], [-2.058658, -4.473821, 0.404226], [-1.420364, -3.248893, 0.486283], [-1.548055, -2.430779, 1.527264], [-2.322795, -2.804839, 2.539911], [-3.006601, -4.008935, 2.564872], [-1.931260, -5.114251, -0.455153], [-0.771146, -2.904673, -0.314059], [-2.390717, -2.108698, 3.371567], [-3.623849, -4.284260, 3.405456]],
  "atomic_forces_ev_per_a": [[0.7500, -0.9046, 0.6375], [0.0581, 0.0449, -0.2462], [0.0028, -0.2900, -0.2521], [-0.1628, 0.1231, 0.1111], [0.2431, 0.2472, -0.2042], [-0.2249, -0.0888, 0.3663], [-0.1223, -0.1444, -0.0410], [-0.0230, 0.0146, -0.0201], [0.0028, -0.0102, -0.0278], [-0.0086, 0.0283, 0.0502], [0.0440, 0.0418, 0.1750], [-0.0471, -0.0406, -0.1866], [-0.0654, 0.1032, 0.1382], [-0.0655, -0.1450, -0.0851], [-0.1007, -0.0095, -0.0421], [0.0006, 0.0067, -0.0039], [0.0872, 0.0491, -0.0356], [0.0218, -0.0256, 0.0503], [-0.0781, -0.1230, 0.1591], [0.0010, 0.0344, 0.0140], [-0.0462, -0.0151, 0.0770], [-0.0341, -0.0451, -0.0654], [-0.0095, -0.0090, 0.1440], [-0.2270, -0.4322, 0.3899], [-0.0273, 0.6295, -0.9252], [0.0178, 0.0443, 0.4321], [-0.0388, -0.2372, 0.0256], [0.0039, -0.0331, -0.0493], [-0.0391, 0.0651, 0.0317], [0.0813, -0.1018, -0.1207], [0.0138, 0.0060, -0.0642], [-0.0373, 0.0119, 0.0205], [-0.4810, -0.0042, 0.0825], [0.1805, 0.0364, -0.0431], [-0.0334, 0.0704, -0.0591], [-0.0209, -0.0933, 0.0228], [-0.0670, 0.1151, -0.1240], [-0.0581, 0.4475, -0.1968], [-0.2607, -0.3322, -0.0086], [0.0095, 0.1156, -0.0191], [0.1777, 0.0193, 0.0410], [0.0339, 0.1281, -0.0594], [0.0218, 0.0634, -0.1395], [0.0013, -0.0175, -0.0726], [-0.0982, -0.0477, -0.0259], [0.0564, -0.0258, -0.1266], [0.0530, 0.0063, -0.0406], [0.0093, -0.0561, -0.0025], [0.1326, -0.0725, -0.0097], [0.0873, 0.1030, 0.0439], [0.0397, 0.1018, -0.0446], [-0.0507, 0.1134, 0.0640], [0.0574, 0.1310, 0.0990], [-0.0138, -0.0287, 0.0098], [-0.0397, 0.0712, -0.1481], [-0.1130, 0.1108, 0.0197], [0.0376, -0.0415, 0.0538], [0.1168, 0.0877, 0.0965], [0.2978, 0.1179, 0.1026], [-0.2337, -0.4335, -0.0093], [-0.0740, -0.1326, -0.0024], [0.4517, 0.8507, 0.0593], [-0.0656, 0.0324, 0.1755], [0.0896, -0.2909, -0.3365], [0.1200, 0.4628, -0.0316], [-0.2949, -0.1410, 0.4437], [0.1140, -0.0805, -0.2402], [0.0205, 0.0096, -0.0438], [-0.0766, -0.0931, -0.0331], [-0.0650, -0.1283, -0.0075], [-0.0324, 0.0302, 0.0573]]
}

***

(3)
{
  "formula": "C3H3NO2S",
  "method": "the ωB97M-V functional and the def2-TZVPD basis",
  "energy_ha": -719.3074,
  "gap_ev": [5.7, 6.6],
  "symbols": ["C", "C", "C", "N", "O", "O", "S", "H", "H", "H"],
  "coordinates": [[-0.072581, 0.437781, -0.060552], [-1.332430, -0.340953, -0.578159], [1.760082, -1.050484, 0.278487], [1.031397, -0.183300, -0.007411], [0.935514, 2.232792, 1.445222], [-1.085995, -1.493688, -0.067483], [-0.298437, 1.887313, 0.735976], [-2.160442, 0.370442, -0.112823], [-1.380480, -0.213375, -1.717553], [2.603372, -1.646528, 0.084297]],
  "atomic_forces_ev_per_a": [[-2.9810, 2.7501, -0.5929], [-0.4707, 1.9287, -0.7982], [-0.5718, 1.4374, -0.8238], [2.9877, -2.4981, 1.2106], [0.5175, 0.5717, 0.5893], [-0.8072, -1.2839, 0.4650], [0.1740, -0.7091, -0.3403], [0.6562, -1.3005, -0.7717], [-0.1288, -0.2610, 1.0250], [0.6241, -0.6352, 0.0370]]
}

***

ΔE to the lowest compared entry with this formula, charge and spin readings, ordered: 11.8 2.2 171.2 kcal/mol